{
  "formula": "C40H69ClF2N3O5PScSeSiTe",
  "method": "ωB97M-V/def2-TZVPD",
  "symbols": ["Sc", "O", "H", "H", "O", "H", "H", "Cl", "Se", "N", "C", "P", "O", "O", "C", "N", "H", "H", "H", "H", "H", "H", "H", "H", "H", "H", "C", "C", "C", "C", "Si", "C", "C", "C", "C", "C", "C", "C", "C", "H", "H", "H", "H", "H", "H", "H", "H", "H", "H", "H", "H", "H", "H", "H", "H", "H", "H", "H", "H", "H", "H", "H", "H", "H", "H", "H", "C", "C", "C", "C", "C", "C", "Te", "N", "C", "O", "C", "C", "C", "C", "C", "C", "C", "C", "C", "C", "C", "C", "C", "C", "C", "C", "C", "C", "H", "H", "H", "H", "H", "H", "H", "H", "H", "H", "H", "H", "H", "H", "H", "H", "H", "H", "H", "H", "H", "H", "H", "H", "H", "H", "H", "F", "C", "F", "H"],
  "xyz": [[-0.432, -2.013, -0.347], [-1.084, -0.199, 0.091], [-0.871, 1.364, -1.059], [-0.731, 0.184, 0.904], [-1.442, -2.023, -2.450], [-1.063, -2.938, -2.516], [-0.800, -1.459, -2.915], [1.269, 1.242, 2.566], [0.037, -4.548, -1.258], [3.190, -0.911, 3.431], [2.833, -2.300, 3.108], [2.576, -2.341, 1.293], [3.613, -1.453, 0.687], [1.098, -2.085, 1.089], [2.896, -4.058, 0.749], [2.974, -4.044, -0.718], [3.929, -0.613, 2.799], [3.492, -0.812, 4.391], [2.070, 0.248, 3.020], [1.901, -2.568, 3.607], [3.608, -3.022, 3.392], [2.042, -4.691, 1.011], [3.810, -4.428, 1.221], [3.528, -4.809, -1.082], [3.309, -3.160, -1.095], [1.638, -4.231, -1.112], [-4.856, -5.199, 1.612], [-3.547, -4.821, 0.909], [-2.653, -6.069, 0.964], [-3.850, -4.614, -0.586], [-2.569, -3.206, 1.552], [-1.694, -3.756, 3.262], [-2.495, -4.599, 4.261], [-1.218, -2.497, 3.998], [-0.414, -4.539, 2.925], [-4.003, -1.911, 2.080], [-3.393, -0.514, 2.289], [-4.858, -2.207, 3.317], [-4.944, -1.740, 0.880], [-5.242, -6.138, 1.185], [-5.640, -4.451, 1.492], [-4.719, -5.363, 2.683], [-3.152, -6.887, 0.421], [-2.491, -6.420, 1.984], [-1.687, -5.898, 0.489], [-4.404, -5.482, -0.976], [-2.921, -4.530, -1.154], [-4.445, -3.725, -0.789], [-3.423, -4.119, 4.571], [-1.895, -4.773, 5.168], [-2.751, -5.579, 3.857], [-2.042, -1.935, 4.437], [-0.666, -1.824, 3.334], [-0.546, -2.782, 4.823], [-0.606, -5.483, 2.422], [0.136, -4.759, 3.856], [0.230, -3.953, 2.270], [-2.707, -0.467, 3.133], [-4.202, 0.207, 2.487], [-2.848, -0.190, 1.403], [-4.267, -2.151, 4.233], [-5.337, -3.184, 3.291], [-5.653, -1.450, 3.407], [-5.561, -2.616, 0.686], [-5.623, -0.892, 1.060], [-4.373, -1.527, -0.027], [6.650, 4.865, -5.044], [5.484, 4.359, -4.237], [5.516, 3.120, -3.628], [4.432, 2.625, -2.894], [4.595, 1.242, -2.305], [3.295, 3.426, -2.747], [1.564, 2.521, -1.651], [-0.613, 2.218, -1.578], [-1.246, 2.441, -2.739], [-0.825, 3.224, -3.599], [-2.556, 1.730, -2.990], [-3.292, 1.111, -1.984], [-4.501, 0.499, -2.288], [-4.969, 0.484, -3.592], [-4.230, 1.089, -4.600], [-3.033, 1.716, -4.297], [1.557, 4.065, -0.178], [2.632, 4.021, 0.726], [3.765, 3.037, 0.603], [2.666, 4.918, 1.789], [1.660, 5.848, 1.993], [1.694, 6.793, 3.164], [0.615, 5.880, 1.086], [0.540, 5.015, -0.005], [-0.636, 5.204, -0.923], [3.227, 4.670, -3.394], [1.994, 5.523, -3.332], [4.325, 5.119, -4.115], [7.523, 4.224, -4.917], [6.928, 5.879, -4.747], [6.410, 4.893, -6.110], [6.403, 2.499, -3.729], [5.002, 0.566, -3.057], [3.676, 0.792, -1.938], [5.297, 1.262, -1.468], [-2.914, 1.076, -0.971], [-5.064, 0.013, -1.503], [-5.903, -0.013, -3.826], [-4.584, 1.065, -5.624], [-2.442, 2.204, -5.061], [3.404, 2.010, 0.535], [4.411, 3.103, 1.479], [4.368, 3.242, -0.284], [3.493, 4.863, 2.489], [2.559, 6.599, 3.799], [0.798, 6.688, 3.779], [1.745, 7.833, 2.835], [-0.181, 6.609, 1.215], [-0.796, 6.274, -1.082], [-1.541, 4.789, -0.474], [-0.511, 4.735, -1.890], [1.113, 4.954, -3.634], [2.095, 6.390, -3.989], [1.821, 5.884, -2.318], [4.269, 6.087, -4.607], [0.770, -0.229, -2.791], [1.297, -1.068, -1.743], [2.227, -1.873, -2.455], [1.955, -0.398, -1.171]],
  "atomic_forces_ev_per_a": [[-0.07, -0.31, 0.25], [0.19, 0.47, -0.20], [0.05, 0.03, 0.00], [0.01, -0.04, -0.03], [0.12, 0.04, 0.15], [-0.03, 0.02, -0.13], [-0.12, 0.04, 0.01], [-0.13, 0.21, 0.05], [0.07, -0.25, -0.09], [0.02, 0.02, 0.08], [-0.09, -0.08, 0.02], [0.05, -0.05, 0.02], [-0.01, 0.02, 0.01], [-0.16, 0.26, -0.19], [-0.02, 0.04, -0.14], [0.93, 0.11, 0.27], [0.04, 0.00, -0.02], [0.03, 0.01, -0.02], [0.04, -0.20, -0.05], [0.01, -0.02, -0.01], [0.02, 0.05, 0.02], [0.04, -0.01, 0.15], [0.02, -0.01, 0.01], [-0.03, 0.03, -0.02], [0.00, -0.03, 0.04], [-0.87, -0.12, -0.32], [-0.01, 0.01, 0.01], [0.00, -0.02, -0.08], [-0.03, 0.02, 0.01], [0.00, -0.02, 0.03], [0.07, 0.01, 0.03], [0.07, -0.02, 0.01], [0.00, -0.01, -0.02], [-0.01, 0.02, -0.01], [-0.02, 0.03, 0.00], [0.01, 0.09, -0.01], [-0.02, -0.02, 0.00], [0.03, 0.01, 0.00], [-0.02, -0.01, 0.00], [-0.01, -0.01, -0.01], [-0.01, 0.04, -0.01], [0.03, -0.01, 0.05], [0.01, -0.01, -0.01], [0.01, 0.00, 0.04], [0.02, 0.01, 0.00], [0.01, -0.01, -0.01], [0.01, 0.01, -0.01], [-0.02, 0.03, 0.01], [-0.05, 0.05, 0.00], [0.01, 0.00, 0.01], [-0.01, -0.03, -0.03], [-0.04, 0.01, 0.01], [0.00, 0.00, -0.01], [0.01, 0.00, 0.00], [-0.03, -0.04, -0.01], [0.02, 0.00, 0.00], [-0.01, 0.00, 0.00], [0.03, -0.02, 0.03], [0.00, 0.01, 0.00], [-0.03, 0.00, 0.00], [0.03, 0.00, 0.02], [-0.02, -0.07, -0.02], [-0.01, 0.00, 0.00], [-0.02, -0.02, 0.02], [0.01, 0.01, -0.01], [0.03, 0.01, -0.04], [0.01, 0.00, 0.00], [0.01, 0.02, -0.02], [-0.02, -0.01, 0.00], [0.02, 0.03, -0.06], [0.01, -0.03, 0.01], [0.10, -0.16, 0.03], [-0.16, 0.19, -0.06], [-0.16, -0.10, 0.08], [-0.02, -0.06, 0.10], [0.08, 0.14, -0.05], [0.00, 0.00, 0.02], [0.03, -0.01, -0.04], [0.04, 0.02, -0.02], [-0.03, -0.02, 0.01], [0.01, 0.01, -0.02], [-0.02, 0.02, 0.00], [0.02, -0.04, 0.02], [0.00, -0.01, 0.01], [0.04, 0.03, 0.01], [0.00, -0.02, 0.00], [-0.01, 0.00, 0.01], [0.00, 0.02, 0.02], [0.02, 0.02, -0.04], [0.07, 0.01, 0.00], [-0.03, 0.01, -0.03], [0.06, -0.04, 0.05], [-0.06, 0.01, -0.01], [-0.01, 0.02, -0.01], [0.00, 0.00, 0.00], [0.00, 0.00, 0.01], [-0.01, 0.00, 0.00], [0.00, -0.01, 0.00], [0.01, 0.00, 0.00], [-0.01, 0.02, -0.01], [-0.01, 0.00, 0.01], [0.00, -0.02, 0.03], [-0.02, -0.01, 0.04], [0.00, 0.00, 0.00], [0.00, 0.00, 0.00], [0.00, 0.00, 0.01], [-0.03, -0.04, 0.01], [0.01, 0.00, 0.00], [-0.01, 0.00, 0.02], [0.00, 0.01, 0.00], [0.00, 0.00, 0.00], [0.00, -0.01, 0.00], [0.00, 0.00, -0.01], [0.00, 0.00, 0.00], [-0.03, -0.01, 0.03], [0.01, -0.04, -0.02], [0.05, -0.07, -0.11], [-0.04, -0.02, 0.02], [-0.01, 0.00, 0.00], [-0.03, 0.01, 0.07], [0.00, 0.01, 0.00], [-0.02, -0.02, -0.08], [0.08, -0.26, 0.22], [-0.02, 0.07, -0.03], [-0.08, 0.08, -0.06]],
  "homo_lumo_gap_ev": [4.685, 4.627],
  "spin_multiplicity": 2,
  "lumo_ev": [3.6, 3.6],
  "total_charge": -2,
  "de_lowest_kcal_mol": 15.4
}